{
  "formula": "C5H11N2O",
  "method": "ωB97M-V/def2-TZVPD",
  "species": ["O", "N", "N", "C", "C", "C", "C", "C", "H", "H", "H", "H", "H", "H", "H", "H", "H", "H", "H"],
  "coordinates": [[2.22, -0.31, -0.14], [-0.09, 1.33, 0.10], [-0.72, -0.80, -0.03], [-1.58, 1.44, 0.03], [-0.64, -2.27, 0.11], [0.20, 0.11, 0.04], [-2.03, -0.05, 0.17], [2.97, 0.75, 0.18], [-1.94, 2.14, 0.83], [-0.59, -2.50, 1.10], [-1.36, -2.94, -0.42], [-2.43, -0.46, 1.14], [-1.72, 1.84, -0.99], [2.76, 1.59, -0.54], [3.07, 0.78, 1.28], [-2.63, -0.31, -0.63], [0.43, 2.09, -0.20], [0.39, -2.58, -0.29], [3.77, 0.48, -0.35]],
  "e_tot_ev": -10379.50508,
  "de_lowest_kj_mol": 588.59,
  "homo_lumo_gap_ev": [9.3, 9.3],
  "lumo_ev": [-5.175, -5.187],
  "charge": 1,
  "e_homo_ha": [-0.53138, -0.53161]
}

***

{
  "formula": "C9H15ILuNO6PS",
  "method": "ωB97M-V/def2-TZVPD",
  "species": ["Lu", "I", "S", "P", "O", "O", "O", "O", "O", "O", "N", "C", "C", "C", "C", "C", "C", "C", "C", "C", "H", "H", "H", "H", "H", "H", "H", "H", "H", "H", "H", "H", "H", "H", "H"],
  "coordinates": [[-1.80, 3.81, 3.53], [-3.50, 1.69, 0.82], [-0.04, 1.85, 1.11], [-1.95, -1.73, 0.55], [-0.73, 2.40, 2.33], [-0.94, 2.40, -3.43], [-1.94, -1.61, 2.15], [-0.80, 2.18, -0.20], [1.27, 2.34, 1.06], [-0.25, 0.31, 1.10], [-2.23, 1.21, -1.81], [-1.55, 1.90, -2.60], [-1.83, 1.11, -0.48], [-3.72, -1.79, 0.07], [2.31, -1.23, -0.68], [-1.01, -0.14, -0.09], [3.65, -0.62, -0.23], [3.52, 0.06, 1.16], [1.33, -0.20, -1.30], [-0.13, -0.71, -1.21], [3.91, 1.08, 1.15], [2.51, -1.98, -1.45], [4.07, -0.52, 1.90], [1.83, -1.75, 0.15], [-0.65, -0.58, -2.16], [1.57, -0.14, -2.36], [-4.07, -2.82, 0.05], [4.34, -1.45, -0.15], [-0.06, -1.79, -1.06], [-4.29, -1.27, 0.84], [-2.84, -1.65, 2.53], [-3.92, -1.28, -0.87], [1.48, 0.81, -0.90], [2.48, 0.04, 1.48], [3.99, 0.07, -1.00]],
  "e_tot_ev": -85160.38814,
  "homo_lumo_gap_ev": 2.4,
  "lumo_ev": -15.090,
  "charge": 3,
  "e_homo_ha": -0.64150
}

***

{
  "formula": "C5H8O2",
  "method": "ωB97M-V/def2-TZVPD",
  "species": ["O", "O", "C", "C", "C", "C", "C", "H", "H", "H", "H", "H", "H", "H", "H"],
  "coordinates": [[0.84, -1.38, 0.56], [-0.59, -0.98, -1.19], [-0.37, 0.62, 0.48], [0.73, -0.83, -0.73], [0.93, 0.73, -0.34], [-1.21, 0.22, -0.75], [-0.02, -0.57, 1.37], [-0.97, 0.97, -1.52], [-0.88, -1.16, 1.70], [0.56, -0.24, 2.24], [0.83, 1.63, -0.99], [-2.29, 0.10, -0.68], [1.35, -1.45, -1.39], [1.86, 0.84, 0.20], [-0.76, 1.49, 1.02]],
  "smiles": "C1O[C@H]2C[C@@H]1CO2",
  "e_tot_ev": -9408.18462,
  "de_lowest_kj_mol": 158.97,
  "homo_lumo_gap_ev": 10.7,
  "lumo_ev": 0.969,
  "e_homo_ha": -0.35820
}

***

{
  "formula": "C44H24FeI4N4O2",
  "method": "ωB97M-V/def2-TZVPD",
  "species": ["I", "I", "I", "I", "Fe", "O", "O", "N", "N", "N", "N", "C", "C", "C", "C", "C", "C", "C", "C", "C", "C", "C", "C", "C", "C", "C", "C", "C", "C", "C", "C", "C", "C", "C", "C", "C", "C", "C", "C", "C", "C", "C", "C", "C", "C", "C", "C", "C", "C", "C", "C", "C", "C", "C", "C", "H", "H", "H", "H", "H", "H", "H", "H", "H", "H", "H", "H", "H", "H", "H", "H", "H", "H", "H", "H", "H", "H", "H", "H"],
  "coordinates": [[2.49, -3.13, -9.14], [-6.06, 6.84, -3.04], [-4.28, -0.99, 8.74], [8.39, -2.77, 3.25], [-0.32, -0.64, -0.18], [5.69, 13.54, 4.12], [4.46, 13.46, 3.79], [0.34, -1.38, 1.55], [1.29, -1.51, -1.05], [-1.69, 0.45, 0.84], [-0.92, 0.07, -1.96], [-4.85, 5.23, -2.29], [-5.26, 3.93, -2.58], [0.48, -2.50, -5.33], [1.09, -1.34, -4.82], [4.54, -3.61, 1.54], [-2.22, -0.81, 4.28], [1.45, -1.96, 1.94], [2.82, -2.01, -2.62], [-2.54, 1.37, 0.27], [-1.84, 1.55, -3.52], [-0.40, -1.34, 2.77], [0.87, -3.00, -6.57], [0.79, -0.89, -3.45], [-3.02, 4.21, -1.03], [-3.30, 0.85, 2.23], [0.39, -1.96, 3.87], [6.50, -2.56, 2.39], [4.62, -1.26, 1.80], [1.92, -0.60, -5.65], [2.50, -2.31, 1.06], [5.92, -1.29, 2.23], [-4.53, 2.80, -2.18], [2.34, -2.13, -0.42], [-3.34, 2.95, -1.43], [-2.08, 0.31, 5.15], [-1.60, -0.77, 2.99], [3.30, -2.42, -1.41], [-1.82, 1.14, -2.03], [-3.52, -1.98, 6.02], [-3.58, 1.69, 1.13], [3.93, -2.40, 1.46], [1.59, -2.33, 3.39], [-2.88, -1.89, 4.72], [-2.22, 0.12, 2.06], [-3.41, -0.92, 6.81], [-2.54, 1.79, -1.08], [-0.97, 0.78, -4.18], [5.84, -3.73, 1.95], [-2.70, 0.27, 6.38], [1.56, -1.30, -2.38], [-3.77, 5.35, -1.46], [-0.36, -0.18, -3.14], [1.74, -2.26, -7.43], [2.33, -1.11, -6.84], [0.35, -3.91, -6.88], [-4.02, -2.86, 6.36], [4.05, -0.34, 1.69], [-0.55, 1.04, -5.15], [-1.75, 1.34, 4.84], [2.31, -2.87, 3.99], [-0.01, -1.96, 4.88], [3.96, -4.59, 1.33], [-3.04, -2.85, 4.20], [6.32, -4.67, 2.08], [-4.39, 2.42, 0.93], [3.16, -0.64, -7.40], [6.39, -0.39, 2.57], [-0.11, -3.02, -4.55], [-4.95, 1.81, -2.26], [-2.35, 4.42, -0.20], [-2.31, 2.41, -4.05], [-6.22, 3.74, -3.00], [2.42, 0.24, -5.23], [3.31, -2.18, -3.55], [4.39, -2.78, -1.28], [-3.59, 6.26, -1.00], [-2.65, 1.02, 7.13], [-3.88, 0.94, 3.09]],
  "e_tot_ev": -122856.03717,
  "homo_lumo_gap_ev": [5.5, 5.6],
  "spin_multiplicity": 5,
  "lumo_ev": [-1.725, -1.668],
  "s_squared": 6.03,
  "e_homo_ha": [-0.26707, -0.26780]
}

***

{
  "formula": "H3N2OS",
  "method": "ωB97M-V/def2-TZVPD",
  "species": ["S", "O", "N", "N", "H", "H", "H"],
  "coordinates": [[0.22, 1.29, -0.41], [-3.20, -0.58, -0.79], [-1.61, 0.12, 0.76], [-2.44, -0.34, 0.16], [-0.37, 2.43, 0.25], [3.63, -1.36, 0.39], [3.77, -1.58, -0.37]],
  "e_tot_ev": -15909.14225,
  "de_lowest_kj_mol": 210.24,
  "homo_lumo_gap_ev": [7.1, 7.1],
  "lumo_ev": [4.535, 4.536],
  "charge": -1,
  "e_homo_ha": [-0.09428, -0.09426]
}

***

{
  "formula": "C4H6ClF",
  "method": "ωB97M-V/def2-TZVPD",
  "species": ["Cl", "F", "C", "C", "C", "C", "H", "H", "H", "H", "H", "H"],
  "coordinates": [[-3.21, 0.53, 0.73], [0.94, 1.02, -1.58], [0.63, -0.78, -0.15], [-1.65, -0.19, 0.83], [-0.76, -0.25, -0.13], [1.33, 0.54, -0.33], [0.65, -1.22, -1.10], [0.84, 1.31, 0.35], [1.09, -1.36, 0.73], [2.37, 0.56, -0.14], [-1.47, -0.54, 1.81], [-0.76, 0.39, -1.02]],
  "smiles": "FCC/C=C/Cl",
  "e_tot_ev": -19483.41286,
  "de_lowest_kj_mol": 128.24,
  "homo_lumo_gap_ev": 10.3,
  "lumo_ev": 1.014,
  "e_homo_ha": -0.34159
}